Run one
Density functional theory data (wB97M-V/def2-TZVPD) for C4H4N2O2 as an isolated structure.

```
12
C4H4N2O2 | the Open Molecules 2025 dataset | wB97M-V/def2-TZVPD
C -1.32 0.23 0.00
C 0.81 0.74 -1.11
C 0.63 -1.34 0.96
C -0.68 -0.89 0.73
H 1.38 1.68 -1.90
H 2.67 -0.82 0.77
H 0.59 -2.05 1.97
H -1.31 -1.51 1.52
N 1.92 0.29 -0.46
N 1.72 -0.64 0.62
O -2.53 0.63 0.24
O -0.64 0.96 -1.11
```

Results
charge: 0
highest occupied orbital energy: -8.95 eV
Kohn-Sham gap: 0.30664 Eh
molar mass: 112.1 g/mol
LUMO: -0.0222 Ha

Löwdin population analysis, charges in e, atoms 1 to 4: number 1, C, carries -0.32; number 2, C, carries -0.12; number 3, C, carries -0.13; number 4, C, carries -0.05



Run two
Density functional theory data (wB97M-V/def2-TZVPD) for one molecule with the formula C4H4N2O2.

```
12
C4H4N2O2 | the Open Molecules 2025 dataset | wB97M-V/def2-TZVPD
C 0.19 0.26 -3.28
C -0.57 0.13 -2.26
C -1.45 0.29 -1.08
N -1.10 0.48 0.12
O 0.22 0.15 0.58
C 0.10 -0.07 1.93
N 1.25 -0.79 2.16
O -0.80 0.12 2.63
H 0.97 0.15 -4.11
H -2.50 0.32 -1.14
H 1.69 -0.38 3.05
H 2.00 -0.66 1.40
```

Results
charge: 0
highest occupied orbital energy: -10.08 eV
SMILES: C#C/C=N\OC(N)=O
Kohn-Sham gap: 0.37380 Eh
molar mass: 112.1 g/mol
LUMO: 0.0035 Ha

Löwdin population analysis, charges in e, atoms 1 to 4: number 1, C, carries 0.11; number 2, C, carries -0.07; number 3, C, carries -0.16; number 4, N, carries 0.09



Short version: run two, run one, most stable first.



Run one
Density functional theory data (wB97M-V/def2-TZVPD) for C4H4N2O2 as an isolated structure.

```
12
C4H4N2O2 | the Open Molecules 2025 dataset | wB97M-V/def2-TZVPD
C -1.01 -0.37 -0.88
C -0.35 -0.09 1.42
C 0.68 0.62 0.37
C 0.23 0.55 -0.91
H -2.25 -0.38 -1.44
H -0.73 -1.73 -1.02
H -0.79 0.56 2.25
H -0.15 -1.22 1.86
N 2.43 0.84 -0.92
N 1.37 0.84 -1.71
O -1.46 -0.32 0.57
O 2.04 0.70 0.43
```

Results
charge: 0
highest occupied orbital energy: -9.75 eV
Kohn-Sham gap: 0.36614 Eh
molar mass: 112.1 g/mol
LUMO: 0.0077 Ha

Löwdin population analysis, charges in e, atoms 1 to 4: number 1, C, carries -0.11; number 2, C, carries -0.11; number 3, C, carries -0.17; number 4, C, carries -0.20



Run two
Density functional theory data (wB97M-V/def2-TZVPD) for one molecule with the formula C4H4N2O2.

```
12
C4H4N2O2 | the Open Molecules 2025 dataset | wB97M-V/def2-TZVPD
O 1.88 0.43 -1.95
N 1.57 0.75 -0.68
C 0.42 0.29 -0.30
C 0.10 0.90 1.10
C -0.85 0.17 1.86
O -1.58 -0.82 1.29
N -1.47 -1.10 -0.17
C -0.51 -0.66 -0.90
H 3.05 0.26 -1.95
H 0.58 1.67 1.74
H -0.97 0.22 2.96
H -0.77 -0.74 -2.12
```

Results
charge: 0
highest occupied orbital energy: -8.38 eV
SMILES: O/N=c1/cconc1
Kohn-Sham gap: 0.31326 Eh
molar mass: 112.1 g/mol
LUMO: 0.0052 Ha

Löwdin population analysis, charges in e, atoms 1 to 4: number 1, O, carries -0.15; number 2, N, carries -0.06; number 3, C, carries -0.27; number 4, C, carries 0.00



Short version: run two, run one, most stable first.



Run one
Density functional theory data (wB97M-V/def2-TZVPD) for one molecule with the formula C4H4N2O2.

```
12
C4H4N2O2 | the Open Molecules 2025 dataset | wB97M-V/def2-TZVPD
O -2.56 0.28 0.00
N -1.68 -0.70 0.05
C -0.42 -0.40 0.04
N 0.49 -1.39 -0.06
C 1.66 -0.99 -0.01
C 2.00 0.45 0.12
C 1.07 1.34 -0.03
O -0.22 0.93 -0.08
H -1.97 1.11 0.02
H 2.41 -1.81 -0.13
H 3.03 0.81 0.03
H 1.22 2.43 -0.02
```

Results
charge: 0
highest occupied orbital energy: -8.46 eV
SMILES: O/N=c1/nccco1
Kohn-Sham gap: 0.31542 Eh
molar mass: 112.1 g/mol
LUMO: 0.0046 Ha

Löwdin population analysis, charges in e, atoms 1 to 4: number 1, O, carries -0.03; number 2, N, carries 0.03; number 3, C, carries -0.43; number 4, N, carries 0.15



Run two
Density functional theory data (wB97M-V/def2-TZVPD) for C4H4N2O2 as an isolated structure.

```
12
C4H4N2O2 | the Open Molecules 2025 dataset | wB97M-V/def2-TZVPD
C 2.22 0.57 -0.13
C 1.62 -0.69 0.18
C -0.79 -0.64 -0.19
C -2.14 0.78 0.00
H 3.35 0.85 -0.14
H 1.41 1.24 0.16
H 2.18 -1.54 -0.25
H -2.61 1.72 0.56
N -0.91 0.74 -0.15
N -1.87 -1.38 -0.08
O 0.39 -1.30 0.05
O -2.86 -0.35 0.00
```

Results
charge: 0
highest occupied orbital energy: -9.39 eV
Kohn-Sham gap: 0.36136 Eh
molar mass: 112.1 g/mol
LUMO: 0.0162 Ha

Löwdin population analysis, charges in e, atoms 1 to 4: number 1, C, carries 0.04; number 2, C, carries -0.18; number 3, C, carries -0.38; number 4, C, carries -0.24



Short version: run one, run two, most stable first.



Run one
Density functional theory data (wB97M-V/def2-TZVPD) for one molecule with the formula C6H8O2.

```
16
C6H8O2 | the Open Molecules 2025 dataset | wB97M-V/def2-TZVPD
C -1.61 -0.12 0.09
C -2.57 -0.72 -0.86
C -0.29 -0.62 0.47
C -0.29 0.50 -0.47
C 0.18 -1.97 0.11
C -0.20 1.95 -0.19
O -2.67 0.42 0.89
O -3.52 -0.13 -0.14
H 0.01 -0.39 1.50
H -0.15 0.24 -1.52
H -0.27 -2.70 0.72
H 1.17 -1.77 0.46
H 0.05 -2.30 -0.91
H -0.19 2.32 0.90
H -1.08 2.42 -0.54
H 0.72 2.40 -0.77
```

Results
charge: 0
highest occupied orbital energy: -9.45 eV
Kohn-Sham gap: 0.37540 Eh
molar mass: 112.1 g/mol
LUMO: 0.0282 Ha

Löwdin population analysis, charges in e, atoms 1 to 4: number 1, C, carries -0.40; number 2, C, carries 0.10; number 3, C, carries -0.27; number 4, C, carries -0.20



Run two
Density functional theory data (wB97M-V/def2-TZVPD) for one molecule with the formula C6H8O2.

```
16
C6H8O2 | the Open Molecules 2025 dataset | wB97M-V/def2-TZVPD
C 0.90 2.31 -0.75
C 0.49 1.18 -0.75
C 0.05 -0.17 -0.80
C -0.12 -0.71 -2.19
C -0.17 -0.88 0.30
C 0.04 -0.39 1.71
O -0.55 -1.25 2.64
O -0.47 0.89 1.95
H 1.24 3.31 -0.73
H -0.19 -1.79 -2.17
H 0.72 -0.42 -2.82
H -1.03 -0.31 -2.64
H -0.50 -1.91 0.22
H 1.12 -0.42 1.93
H -1.46 -0.94 2.78
H -0.05 1.51 1.33
```

Results
charge: 0
highest occupied orbital energy: -9.37 eV
SMILES: C#C/C(C)=C\C(O)O
Kohn-Sham gap: 0.37005 Eh
molar mass: 112.1 g/mol
LUMO: 0.0256 Ha

Löwdin population analysis, charges in e, atoms 1 to 4: number 1, C, carries 0.16; number 2, C, carries -0.11; number 3, C, carries -0.31; number 4, C, carries -0.05



Run three
Density functional theory data (wB97M-V/def2-TZVPD) for one molecule with the formula C6H8O2.

```
16
C6H8O2 | the Open Molecules 2025 dataset | wB97M-V/def2-TZVPD
C 1.14 1.68 0.34
C 0.84 0.28 0.71
C -0.21 -0.11 1.70
C -0.84 -0.93 0.85
O -2.04 -1.51 0.92
C 0.06 -1.04 -0.34
C -0.31 -0.53 -1.69
O 1.49 -0.72 0.10
H 1.08 2.33 1.21
H 0.40 2.03 -0.39
H 2.13 1.77 -0.11
H -0.34 0.15 2.74
H -2.12 -2.11 0.16
H -1.06 -1.21 -2.10
H 0.52 -0.55 -2.39
H -0.75 0.48 -1.71
```

Results
charge: 0
highest occupied orbital energy (alpha / beta): -6.99 / -6.98 eV
SMILES: C[C@@]12C=C(O)[C@@]1(C)O2
Kohn-Sham gap (alpha / beta): 0.28129 / 0.28111 Eh
molar mass: 112.1 g/mol
LUMO (alpha / beta): 0.0245 / 0.0245 Ha

Löwdin population analysis, charges in e, atoms 1 to 4: number 1, C, carries 0.01; number 2, C, carries -0.34; number 3, C, carries 0.04; number 4, C, carries -0.34



Short version: run two, run three, run one, most stable first.



Run one
Density functional theory data (wB97M-V/def2-TZVPD) for one molecule with the formula C6H8O2.

```
16
C6H8O2 | the Open Molecules 2025 dataset | wB97M-V/def2-TZVPD
C 1.70 -0.63 0.61
C 0.74 0.11 0.13
C -0.32 0.82 0.91
O -0.34 0.49 2.32
C -1.57 0.49 0.15
C -1.27 0.20 -1.10
C 0.25 0.02 -1.28
O 0.62 -1.14 -1.95
H 2.51 -1.11 0.10
H 1.94 -0.55 1.64
H -0.10 1.89 0.85
H -0.46 -0.45 2.38
H -2.61 0.66 0.55
H -1.99 0.22 -1.99
H 0.60 0.87 -1.82
H 0.29 -1.89 -1.49
```

Results
charge: 0
highest occupied orbital energy: -9.93 eV
SMILES: C=C1[C@H](O)C=C[C@@H]1O
Kohn-Sham gap: 0.39912 Eh
molar mass: 112.1 g/mol
LUMO: 0.0341 Ha

Löwdin population analysis, charges in e, atoms 1 to 4: number 1, C, carries 0.09; number 2, C, carries -0.22; number 3, C, carries -0.32; number 4, O, carries -0.03



Run two
Density functional theory data (wB97M-V/def2-TZVPD) for one molecule with the formula C6H8O2.

```
16
C6H8O2 | the Open Molecules 2025 dataset | wB97M-V/def2-TZVPD
C 0.58 0.68 1.83
C -0.43 -0.07 1.01
C -1.05 0.85 0.02
O -1.72 1.76 -0.36
C -0.10 -0.17 -0.47
C -0.72 -1.40 -1.15
C 1.20 0.46 -1.35
O 1.50 0.12 -2.46
H 0.11 1.30 2.58
H 1.32 1.15 1.14
H 1.31 -0.07 2.44
H -0.97 -0.88 1.31
H -1.56 -1.70 -0.43
H 0.05 -2.22 -1.21
H -1.24 -1.05 -2.06
H 1.71 1.23 -0.84
```

Results
charge: 0
highest occupied orbital energy: -8.92 eV
SMILES: C[C@H]1C(=O)[C@@]1(C)C=O
Kohn-Sham gap: 0.34995 Eh
molar mass: 112.1 g/mol
LUMO: 0.0220 Ha

Löwdin population analysis, charges in e, atoms 1 to 4: number 1, C, carries -0.04; number 2, C, carries -0.19; number 3, C, carries -0.32; number 4, O, carries 0.16



Short version: run one, run two, most stable first.



Run one
Density functional theory data (wB97M-V/def2-TZVPD) for one molecule with the formula C6H8O2.

```
16
C6H8O2 | the Open Molecules 2025 dataset | wB97M-V/def2-TZVPD
C -2.16 0.84 -0.65
O -1.40 -0.28 -0.32
C -0.08 0.05 0.11
C 0.29 0.08 1.52
C 0.63 -1.24 0.55
C 1.89 -1.14 -0.17
C 1.87 -0.07 -0.96
O 0.72 0.65 -1.10
H -3.29 0.22 -0.79
H -2.37 1.72 0.25
H -2.15 1.50 -1.61
H 1.02 0.75 1.61
H -0.52 -0.07 2.14
H -0.10 -2.15 0.55
H 3.01 -1.37 0.23
H 2.63 0.49 -1.36
```

Results
charge: 0
highest occupied orbital energy: -8.79 eV
SMILES: CO[C@@]12C[C@@H]1C=CO2
Kohn-Sham gap: 0.35694 Eh
molar mass: 112.1 g/mol
LUMO: 0.0340 Ha

Löwdin population analysis, charges in e, atoms 1 to 4: number 1, C, carries -0.17; number 2, O, carries -0.13; number 3, C, carries -0.40; number 4, C, carries 0.08



Run two
Density functional theory data (wB97M-V/def2-TZVPD) for one molecule with the formula C6H8O2.

```
16
C6H8O2 | the Open Molecules 2025 dataset | wB97M-V/def2-TZVPD
O 2.84 0.06 -0.13
C 1.55 0.16 0.55
C 0.77 0.86 -0.43
O -0.42 1.58 -0.05
C -1.39 0.67 0.43
C -1.96 -0.28 -0.50
C -0.79 -0.72 0.41
C 0.55 -0.63 -0.31
H 3.30 -0.69 0.23
H 1.38 0.31 1.63
H 1.37 1.51 -1.21
H -2.13 1.06 1.18
H -2.93 -0.86 -0.34
H -1.79 -0.25 -1.49
H -1.14 -1.43 1.14
H 0.78 -1.36 -1.11
```

Results
charge: 0
highest occupied orbital energy: -9.06 eV
SMILES: O[C@H]1[C@@H]2O[C@H]3C[C@H]3[C@H]12
Kohn-Sham gap: 0.36654 Eh
molar mass: 112.1 g/mol
LUMO: 0.0335 Ha

Löwdin population analysis, charges in e, atoms 1 to 4: number 1, O, carries -0.03; number 2, C, carries -0.22; number 3, C, carries -0.22; number 4, O, carries -0.05



Short version: run two, run one, most stable first.



Run one
Density functional theory data (wB97M-V/def2-TZVPD) for an isolated ion of composition C4H6NO and charge +1.

```
12
C4H6NO | the Open Molecules 2025 dataset | wB97M-V/def2-TZVPD
C -2.61 -0.19 -1.92
C 1.00 0.02 1.04
C -1.73 0.16 0.31
C 2.23 -0.12 0.27
N -2.17 0.08 -0.87
O -0.16 0.05 0.37
H -2.98 0.11 -2.87
H 1.00 0.10 2.12
H -2.25 0.30 1.24
H 2.94 0.63 0.60
H 2.05 -0.06 -0.80
H 2.69 -1.09 0.52
```

Results
charge: +1
highest occupied orbital energy (alpha / beta): -12.74 / -12.74 eV
Kohn-Sham gap (alpha / beta): 0.27342 / 0.27346 Eh
molar mass: 84.1 g/mol
LUMO (alpha / beta): -0.1946 / -0.1946 Ha

Löwdin population analysis, charges in e, atoms 1 to 4: number 1, C, carries 0.25; number 2, C, carries 0.00; number 3, C, carries -0.01; number 4, C, carries 0.00



Run two
Density functional theory data (wB97M-V/def2-TZVPD) for C4H6NO as an isolated structure.

```
12
C4H6NO | the Open Molecules 2025 dataset | wB97M-V/def2-TZVPD
C -0.82 -0.62 0.53
C -0.43 1.08 -0.54
C -1.69 0.43 -0.05
C 1.62 -0.31 -0.08
N 0.29 0.05 -0.11
O -2.98 0.76 -0.10
H -0.88 -0.53 1.63
H -0.90 -1.69 0.16
H -0.09 1.88 -1.20
H 1.83 -1.39 -0.42
H 2.07 0.34 -0.71
H 1.98 -0.01 0.88
```

Results
charge: +1
highest occupied orbital energy: -15.80 eV
Kohn-Sham gap: 0.32343 Eh
molar mass: 84.1 g/mol
LUMO: -0.2572 Ha

Löwdin population analysis, charges in e, atoms 1 to 4: number 1, C, carries -0.02; number 2, C, carries 0.22; number 3, C, carries -0.18; number 4, C, carries 0.03



Short version: run two, run one, most stable first.